Formula: C26H22N8Pt
Source: OMol25
Level of theory: ωB97M-V/def2-TZVPD

```
! RIJCOSX wB97M-V def2-TZVPD def2/J DEFGRID3
* xyz 2 3
N 15.07 11.87 10.96
N 14.01 12.13 10.08
H 8.93 6.54 9.13
C 12.69 5.46 13.20
H 5.87 5.40 11.98
H 16.64 11.50 5.63
C 10.53 9.31 9.28
C 13.89 12.08 7.53
C 11.45 5.20 15.27
C 14.50 11.95 8.77
C 14.53 5.55 10.18
H 14.25 5.79 9.15
C 13.81 5.33 12.36
H 7.75 5.28 13.71
Pt 11.68 6.79 10.81
C 10.74 10.65 9.39
C 16.03 11.61 6.53
C 15.07 4.82 12.76
H 12.10 12.92 10.03
C 16.64 11.46 7.77
C 12.24 9.59 10.68
H 13.07 8.54 12.32
H 17.70 11.16 7.86
N 11.45 8.67 10.10
H 17.08 4.35 12.11
H 10.24 11.48 8.90
C 10.36 5.74 13.19
C 7.31 6.01 10.45
H 14.17 11.84 5.43
H 9.32 5.38 15.01
H 11.41 4.96 16.34
C 12.64 5.19 14.57
H 13.72 10.22 12.07
H 6.59 6.08 9.64
H 13.59 4.95 15.07
N 11.81 10.85 10.30
C 6.92 5.64 11.74
H 15.18 4.53 13.81
H 16.50 4.88 9.70
H 14.20 8.91 10.95
C 13.38 9.30 11.57
C 9.24 5.89 12.32
C 8.62 6.30 10.15
H 12.82 12.30 7.42
N 9.58 6.36 11.08
N 16.14 11.53 10.25
H 9.83 8.72 8.70
N 13.58 5.79 11.10
C 15.76 5.04 10.51
C 12.60 12.09 10.54
N 11.55 5.82 12.57
C 14.67 11.84 6.39
C 16.07 4.68 11.82
H 12.66 12.24 11.63
C 7.93 5.59 12.69
C 15.85 11.64 8.88
C 10.29 5.43 14.53
*
```

**Molar mass**: 641.60 g/mol
**LUMO level (spin up / spin down)**: -6.8264 / -8.0802 eV
**Electronic energy**: -1560.7612 Eh
**HOMO level (spin up / spin down)**: -13.3 / -13.3 eV

=====

Formula: C51H132N8O16
Source: OMol25
Level of theory: ωB97M-V/def2-TZVPD

```
! RIJCOSX wB97M-V def2-TZVPD def2/J DEFGRID3
* xyz 0 1
H -4.34 -4.95 -3.15
H 0.51 7.06 4.65
H 3.01 5.84 1.81
C 4.06 1.01 4.10
O -2.28 2.99 -2.35
H -3.40 -6.23 -5.22
O 0.85 -0.70 6.43
H -3.40 -9.48 -3.68
C 1.67 7.04 -0.17
H 1.65 -0.16 -0.46
H -5.38 -1.77 0.57
H 4.01 6.93 -1.23
C 0.47 -4.15 -7.25
H 1.69 -2.12 -5.08
H 3.47 0.22 2.11
C 3.30 -2.46 3.03
H 4.93 -2.59 -2.17
H -4.43 -3.20 -1.08
H 3.45 4.33 1.10
H 2.14 1.08 4.91
H -1.38 5.76 5.38
H -4.67 5.11 4.34
H -3.28 -8.70 -5.24
O -4.17 -0.64 -0.65
C 1.52 1.24 -3.88
H -1.89 -8.60 -4.10
C 2.33 2.69 3.74
C -3.22 5.07 2.51
N 0.84 -3.89 -4.69
O 5.57 2.69 0.07
O -1.90 -1.14 -4.14
H -0.90 -2.43 -8.82
H 0.10 -7.46 -0.26
H -3.38 0.97 0.31
H 2.29 -1.82 7.60
H -2.50 6.93 4.56
H 2.59 -1.64 5.81
H 0.05 -0.89 -0.69
H -0.86 4.45 -1.82
H 1.03 0.14 -5.68
H -3.49 3.45 7.71
H -3.59 4.42 -2.99
H 6.48 2.25 -1.73
H 1.79 2.21 2.93
N -1.40 0.09 4.73
H 0.94 4.36 3.87
H -3.00 4.63 -1.33
H -0.61 -4.25 -7.15
H -1.69 3.18 0.17
H 4.80 0.76 -2.53
H 5.55 4.48 -1.79
O -2.86 1.85 6.53
C 0.11 2.86 6.53
H -1.83 -2.95 0.37
C 1.21 -4.43 -5.93
H -3.88 -4.99 0.92
H -0.46 1.41 -4.07
O -0.92 6.26 3.48
H 0.72 -4.96 -8.00
O 3.53 -3.18 -3.60
C 2.16 -6.19 0.79
H -1.16 0.96 2.14
H -0.07 -2.07 2.23
H -1.99 -1.77 5.11
C -3.28 3.92 -2.10
C -3.53 0.82 5.86
H 2.22 -4.14 -6.19
H 4.60 0.57 4.99
H 0.60 7.48 2.94
H 1.53 0.36 -3.24
H -4.16 3.37 -1.74
H 1.74 4.78 1.48
C -2.81 0.55 4.62
H -2.10 3.96 4.07
C -3.07 -0.56 -3.60
H -0.85 -0.91 2.85
C -3.35 2.32 7.73
C 2.22 -2.73 -3.08
O -0.06 2.16 0.92
C -1.00 3.22 1.09
C 4.88 3.59 -1.95
C -1.88 6.01 4.47
H -4.57 1.12 5.68
C 1.21 -2.53 -4.24
H 3.01 -6.65 0.27
C -3.08 -3.27 -4.71
N -2.40 -2.98 -0.46
H 2.34 -1.76 -2.50
C 3.88 -0.11 3.09
H -3.10 -3.89 -5.61
N -0.53 -1.28 1.93
H -4.27 1.44 -1.19
H -3.60 -0.06 6.46
H -5.23 0.87 0.12
H -0.05 -2.64 6.22
H -0.50 4.16 1.05
H 3.03 -2.47 1.97
H 1.42 -4.81 -0.73
C -2.21 -2.08 -5.19
C 2.17 -1.13 6.69
H -1.26 -2.50 -5.47
H 1.31 -1.78 0.15
O 0.22 -4.90 0.85
H -5.23 -3.96 1.02
H -2.82 0.19 -2.82
C 0.92 -0.80 0.00
H 1.91 -3.46 -2.38
C 0.31 -0.26 1.27
C 4.64 1.09 -1.49
H 2.05 1.61 -5.95
C -0.06 7.36 3.80
O 3.15 -1.18 3.62
C -3.02 -8.60 -4.15
O 4.02 6.29 -0.46
H 2.75 -0.19 6.90
H 3.91 3.90 -1.62
H -3.78 4.23 2.16
H 6.06 3.47 0.24
H -2.36 5.23 1.89
H 2.60 -5.50 1.55
H -3.58 -0.16 -4.46
H 1.65 7.44 -1.18
H 4.65 1.76 3.64
O 0.39 2.80 5.17
H 2.44 5.23 -1.00
C -1.33 -1.08 5.65
C 4.46 -3.44 -2.61
H 1.06 -6.89 -1.70
H -2.70 2.12 8.51
H 3.49 1.09 -1.32
H -0.55 8.27 4.03
N -2.52 -3.99 -3.60
H 4.77 3.50 -3.03
H -4.02 3.97 5.26
O -3.57 -7.47 -3.56
H -2.75 1.47 4.02
C 0.39 -6.65 -0.90
H -0.52 3.72 6.79
H -4.09 -3.01 -4.53
C -0.69 0.88 1.17
C -2.70 4.86 3.96
H -3.34 -0.26 4.04
C 1.38 3.60 4.54
C 0.25 -2.42 -8.87
H -2.81 -1.64 -6.06
C -1.07 3.72 -2.62
C -3.83 -2.97 -0.15
H -0.06 -4.03 -4.30
H 2.55 -1.21 -6.72
H 1.26 -5.52 -5.91
H -0.24 -4.20 0.34
H 2.77 -3.16 3.69
C -3.22 -5.15 -3.22
C 1.13 -5.56 -0.03
H 4.01 -4.02 -1.82
C 3.40 -0.71 -6.25
H -4.37 1.88 8.00
H -3.71 -1.25 1.19
H -0.97 0.90 5.17
H 0.42 -1.75 4.68
H 1.18 -0.04 1.90
H 4.41 -2.68 3.04
H 0.65 -2.96 -9.74
H -1.57 3.25 2.02
H 2.04 4.05 5.26
N -3.86 4.85 4.88
H -1.72 -0.85 6.63
H -3.67 -1.36 -3.16
H 3.81 -0.06 -7.06
H 5.11 0.34 -0.88
H 1.73 -6.90 1.45
H 0.50 -1.34 -9.04
H -2.21 -2.08 -0.87
H 0.69 6.73 0.20
H 1.04 3.45 -2.57
H -1.18 4.18 -3.59
N 0.29 2.01 -3.86
C 5.44 2.38 -1.32
H -2.26 -3.37 -2.81
C 1.86 0.76 -5.28
H -2.93 -5.54 -2.23
H 5.26 -4.03 -3.08
C 2.64 5.90 -0.18
C 2.72 5.14 1.11
H 3.11 3.39 3.41
C -4.22 0.74 -0.32
C 0.15 2.86 -2.68
H 0.17 2.23 -1.76
H 1.97 7.88 0.51
C -3.01 -6.34 -4.18
H -0.51 1.99 6.81
H 4.21 -1.40 -6.06
H 0.99 2.80 7.18
H 4.91 -0.57 2.94
H 2.31 1.87 -3.45
H 0.31 -1.98 -3.88
H -1.92 -6.45 -4.37
H -3.86 5.97 2.44
O 0.85 -2.82 -7.68
C -4.19 -3.91 0.97
H -0.49 -6.20 -1.33
C -4.30 -1.60 0.33
C 0.00 -1.68 5.78
H -3.88 -3.57 1.94
N 2.91 1.76 4.61
H -1.39 0.63 0.40
O 3.06 -0.03 -5.11
*
```

**Molar mass**: 1113.66 g/mol
**LUMO level**: 0.5668 eV
**Energy above the lowest of the compared OMol25 structures with the same formula, charge and spin**: 0.0 kJ/mol
**Electronic energy**: -3663.8041 Eh
**SMILES**: COC[C@H](C)N.COC[C@H](C)N.COC[C@H](C)N.COCCNCCOC.COCCNCCOC.COCCNCCOC.COCCNCCOC.COCCNCCOC.CC(C)O.CC(C)O.CC(C)O
**HOMO level**: -7.9 eV

=====

Formula: C2HBr2N3
Source: OMol25
Level of theory: ωB97M-V/def2-TZVPD

```
! RIJCOSX wB97M-V def2-TZVPD def2/J DEFGRID3
* xyz 0 1
N -1.33 0.46 -0.01
C 1.46 -0.24 -0.07
C 0.72 -1.27 -0.04
N 0.76 1.19 0.14
N -0.41 1.29 0.15
Br -3.09 1.02 0.06
H 2.40 0.10 -0.31
Br -0.52 -2.54 0.09
*
```

**Molar mass**: 226.86 g/mol
**LUMO level (spin up / spin down)**: -1.4641 / -1.4945 eV
**Energy above the lowest of the compared OMol25 structures with the same formula, charge and spin**: 582.4 kJ/mol
**Electronic energy**: -5388.8611 Eh
**HOMO level (spin up / spin down)**: -8.9 / -8.9 eV

=====

Formula: C5H12N2
Source: OMol25
Level of theory: ωB97M-V/def2-TZVPD

```
! RIJCOSX wB97M-V def2-TZVPD def2/J DEFGRID3
* xyz 0 1
N 2.96 1.40 -0.34
H -0.57 -2.83 -0.52
N 1.93 -0.65 0.38
C -1.58 0.31 0.62
H -0.92 -1.54 1.56
H -0.81 -1.40 -1.51
H 2.64 2.34 -0.52
C 2.07 0.50 0.10
H -0.89 2.29 -0.03
C -1.11 -1.89 -0.58
C -0.82 -1.01 0.61
H -2.59 0.21 0.21
H 0.48 -0.91 0.59
H 0.58 1.10 -0.02
H -0.72 0.99 -1.26
H -1.67 0.68 1.64
H -2.18 -2.12 -0.65
C -0.71 1.24 -0.20
H 3.93 1.29 -0.08
*
```

**Molar mass**: 100.16 g/mol
**LUMO level**: 0.1226 eV
**Energy above the lowest of the compared OMol25 structures with the same formula, charge and spin**: 353.5 kJ/mol
**Electronic energy**: -307.0947 Eh
**SMILES**: CCCC.N#CN
**HOMO level**: -8.5 eV

=====

Formula: C24H17Cl3GeHgN3O5S
Source: OMol25
Level of theory: ωB97M-V/def2-TZVPD

```
! RIJCOSX wB97M-V def2-TZVPD def2/J DEFGRID3
* xyz -1 1
C -4.05 -2.49 -0.01
C 2.82 -0.06 -2.88
N 3.88 0.00 -3.66
C -0.20 0.61 2.24
C -1.85 2.03 5.93
C -0.59 2.39 5.54
C 2.40 2.04 -3.89
C -3.05 -1.71 0.55
C 0.70 1.38 -2.34
H -3.19 -1.22 1.50
H 2.83 2.17 2.48
C -0.78 1.08 3.49
H -2.46 -3.45 -2.83
H 0.92 -2.51 -3.32
S 3.90 1.36 -4.54
C 0.56 3.49 -3.52
C 1.29 2.31 3.94
C 1.76 3.23 -4.18
H -2.27 2.38 6.86
H -2.66 0.07 3.28
H 0.28 0.67 -1.63
C -2.08 0.72 3.91
O 3.71 1.07 -5.94
H 0.03 4.41 -3.71
Hg 1.47 -1.29 -0.21
H -0.21 -3.81 -2.87
O -0.42 -1.97 -1.93
O 5.01 2.20 -4.18
Cl 1.88 -5.34 0.20
C 1.90 1.13 -2.98
C -2.63 -2.96 -1.89
Cl 3.92 -3.56 2.26
C -0.11 -2.74 -3.08
H -0.90 2.78 -2.12
O 1.69 0.72 0.78
C -3.84 -3.11 -1.23
Ge 2.04 -3.37 1.16
H -4.99 -2.61 0.51
C -0.04 1.93 4.33
C -2.60 1.18 5.09
C -1.63 -2.17 -1.33
C 0.04 2.57 -2.61
C -1.83 -1.53 -0.09
N -1.05 -0.17 1.51
H -4.61 -3.73 -1.67
H -3.60 0.88 5.39
O 2.56 -1.04 -2.13
C 1.11 1.02 1.87
Cl 0.56 -3.56 2.79
H -0.75 -2.47 -3.92
C 1.83 1.88 2.78
H 1.86 2.96 4.60
N -0.75 -0.75 0.44
H 2.18 3.93 -4.89
H 0.01 3.04 6.17
*
```

**Molar mass**: 839.04 g/mol
**LUMO level**: 1.4586 eV
**Energy above the lowest of the compared OMol25 structures with the same formula, charge and spin**: 0.0 kJ/mol
**Electronic energy**: -5474.5657 Eh
**HOMO level**: -5.5 eV